A structure of composition C14H43CoO8 at a distorted geometry, computed with ωB97M-V with the def2-TZVPD basis set.

Geometry as XYZ:
```
66
Properties=species:S:1:pos:R:3
Co -2.2515 -0.4868 -0.1264
O -1.8785 0.6122 -1.9956
O 1.4650 -1.0576 -2.2665
O 1.2357 0.3655 2.7747
O -1.4659 2.8616 1.9433
O -0.8279 -1.9676 -1.0748
O 0.6769 1.5933 -1.4599
O -2.3290 -1.7287 1.6608
O -0.6945 0.5085 0.6174
C 1.1388 2.9348 -1.3403
C -2.3663 3.7959 3.9988
C 2.2449 -2.5851 -3.9472
C 2.9266 -0.1153 1.1323
C 2.6478 2.9513 -1.3840
C -0.5962 -3.2918 -0.5609
C 2.4891 0.8202 2.2641
C -2.6752 1.0347 -3.1075
C -1.4588 2.7413 3.3573
C -1.9365 0.6086 -4.3915
C -2.0285 -1.5386 3.0583
C 2.5038 -1.2882 -3.2133
C 0.5260 -3.2994 0.4489
C -1.8526 -2.8992 3.6553
H 3.0128 2.3682 -0.5355
H -0.4490 2.8379 3.7628
H -1.8847 4.7712 3.9221
H -2.7997 2.1152 -3.0253
H -0.3977 -4.0013 -1.3642
H 0.7960 3.4147 -0.4224
H 2.2926 1.8254 1.8850
H 0.2704 1.2724 -0.6325
H -1.0756 1.1613 -1.9350
H 3.1006 2.5568 -2.2918
H 2.9108 -2.6741 -4.8048
H 3.0189 3.9521 -1.1562
H 0.6659 -4.3146 0.8193
H 0.1151 -0.0201 0.5518
H 0.7804 3.5496 -2.1684
H 2.4393 -3.4163 -3.2682
H -1.8119 1.7669 3.7105
H -3.3631 3.8396 3.5630
H 2.2738 0.0216 0.2697
H 0.3793 -2.5447 1.2225
H -1.5209 -3.5680 -0.0533
H -2.4777 0.9695 -5.2674
H -1.1270 -3.4353 3.0439
H -2.7844 -3.4443 3.8064
H -0.0209 -1.6806 -1.5447
H -2.8952 -1.0291 3.4832
H 3.9553 0.0751 0.8185
H -0.8827 0.8808 -4.4215
H -1.1219 -0.9379 3.1013
H 3.4463 -1.3859 -2.6688
H -2.4555 3.5839 5.0649
H 2.9001 -1.1887 1.3238
H -1.4112 -2.7783 4.6463
H 1.3502 -0.1098 -2.1017
H -3.6608 0.5812 -3.0168
H -1.1477 2.0441 1.5411
H 2.6362 -0.4549 -3.9055
H -3.0247 -2.3977 1.6504
H 0.5215 0.5326 2.1433
H 1.2129 -2.6678 -4.2890
H -1.9561 -0.4753 -4.5224
H 3.2376 0.8287 3.0532
H 1.4589 -2.9940 -0.0307
```

Multiplicity = 4
Orbital gap (alpha / beta) = 7.97 / 7.51 eV
Energy above the lowest of the compared OMol25 structures with the same formula, charge and spin = 24.8 kcal/mol
Maximum force = 0.059 hartree/bohr
Calculated total energy = -2543.61611 Eh
Charge = +1
E_HOMO (alpha / beta) = -12.127 / -12.125 eV

Here are the Löwdin charges for atoms 1 to 6, given in e: 1.05, -0.15, -0.12, -0.10, -0.09, -0.14



A cluster of 5 separate species, C14H43N4O5 in total at a distorted geometry, computed with ωB97M-V with the def2-TZVPD basis set.

Geometry as XYZ:
```
66
Properties=species:S:1:pos:R:3
O -3.4404 2.6103 1.3243
O 2.2255 -5.2511 0.8795
O -0.5132 2.3675 -1.7376
O -0.3741 -0.9393 -2.5596
O -1.7615 -1.6218 -0.1651
N -0.9090 -0.1007 2.3285
N 1.3065 2.7374 0.5655
N 2.0555 -1.6294 0.9927
N 0.4448 0.0802 -0.1316
C 2.4854 2.8590 -1.4743
C -2.4314 -1.6133 -1.4329
C -1.1500 2.2060 3.1358
C -1.4292 -1.8754 -2.5691
C -1.8582 1.0028 2.3277
C 2.2528 -2.9535 -1.0446
C 2.7997 -6.3406 1.6607
C -1.5602 2.2771 -2.6752
C -2.6081 1.4988 1.0432
C 1.4188 3.5077 -0.6391
C 1.8162 -2.9699 0.4756
C 2.6865 -3.9162 1.2647
C 0.0874 3.6552 -1.4407
C -3.6219 3.5467 0.2260
H -2.3220 3.0301 -2.4731
H -2.0231 1.2941 -2.5878
H -3.0903 -0.7455 -1.4628
H 1.7596 4.4857 -0.2992
H 2.0562 3.0443 1.1686
H -0.4191 2.6252 2.4443
H 0.3459 4.1915 -2.3538
H 0.9192 0.9699 -0.1900
H 0.2249 -1.0920 -3.2940
H 3.0365 -1.3971 1.0544
H 3.7640 -3.8056 1.1431
H -2.7194 0.6716 2.9080
H -1.0567 -2.8983 -2.6257
H 2.5490 -7.3213 1.2565
H 1.8552 -1.6642 1.9821
H 1.5836 -2.4576 -1.7477
H -3.2561 -2.3209 -1.5176
H 3.3445 2.5926 -0.8587
H 2.1560 1.9214 -1.9220
H 2.5322 -6.2725 2.7151
H -1.8339 2.9704 3.5046
H -0.7197 1.8046 4.0533
H -0.6475 4.2630 -0.9130
H -1.9654 -1.7344 -3.5076
H -2.7056 4.0850 -0.0166
H 3.2097 -2.4747 -1.2525
H -4.0745 3.0938 -0.6561
H 3.8716 -6.1429 1.6713
H 2.3161 -3.9790 -1.4086
H -4.3502 4.2965 0.5349
H -3.1476 0.6552 0.6127
H 0.7939 -3.3480 0.4703
H 2.5353 -3.8909 2.3439
H -1.8505 -2.5319 0.1270
H -1.7757 1.8053 0.4098
H 2.8724 3.5027 -2.2642
H -1.0560 2.4692 -3.6223
H -0.0869 -0.1343 -0.9630
H -0.2240 0.1816 0.6184
H 0.4918 3.0857 1.0503
H -1.4294 -0.9344 2.0955
H -0.4573 -0.4125 3.1763
H 1.0711 -0.6190 0.2414
```

Multiplicity = 2
Orbital gap (alpha / beta) = 2.35 / 9.39 eV
Maximum force = 0.081 hartree/bohr
Calculated total energy = -1154.17271 Eh
Charge = 0
E_HOMO (alpha / beta) = -1.887 / -9.010 eV

Here are the Löwdin charges for atoms 1 to 6, given in e: -0.18, -0.24, -0.24, -0.12, -0.24, 0.00



A cluster of 10 separate species, C14H43NO15 in total at a distorted geometry, computed with ωB97M-V with the def2-TZVPD basis set.

Geometry as XYZ:
```
73
Properties=species:S:1:pos:R:3
O 0.7441 -4.1371 -1.5815
O -1.4850 3.9894 -0.7481
O -2.1713 0.8051 0.5654
O 0.9439 2.2748 6.1365
O 3.5364 0.7782 1.8161
O -2.6077 -1.4879 -5.1181
O 2.1463 -1.4638 -2.5762
O -0.0281 0.9606 4.7558
O 1.2406 2.6418 3.9230
O 3.4793 3.0002 1.1932
O -1.1890 2.0093 -2.9570
O 2.4283 1.3099 0.0533
O -2.8490 -1.2481 0.4252
O 1.7268 -1.9492 2.5488
O -5.1593 -4.8178 1.7671
N -2.1230 -0.3261 0.0789
C -0.0105 -4.8352 -2.5735
C -5.1737 -3.4095 1.5263
C -1.2373 -0.5717 -1.1072
C -0.1015 0.3245 3.4888
C -1.1990 -1.5804 -4.9869
C -0.5402 2.6833 -3.9975
C 3.2135 1.8166 1.0435
C 1.6047 -2.0426 1.1416
C 1.9076 3.2497 6.5268
C 1.5867 2.1963 -0.6848
C 4.2352 1.1706 3.0140
C -2.5390 3.8222 0.1614
C 0.7416 2.0736 4.8399
C 2.2713 -1.1727 -3.9754
H -2.7641 -0.9430 -5.8932
H -6.1420 -3.0718 1.9029
H 0.1531 -4.0395 -0.8301
H -3.5460 3.6382 -0.2153
H 0.8600 0.3407 2.9775
H 2.0689 -2.7584 2.9358
H 5.3191 1.2820 2.9602
H -0.9701 -2.3383 -4.2387
H -0.7157 -1.4696 -0.7762
H 0.6405 -5.0988 -3.4071
H -0.4390 -0.7101 3.5377
H 1.6476 4.2203 6.1010
H 2.5585 -2.3564 0.7183
H -1.5820 2.6237 -2.3297
H -4.4027 -2.9422 2.1384
H 4.0152 2.1719 3.3849
H 1.8857 3.4287 7.6006
H 1.7613 -0.2501 -4.2534
H -5.2038 -3.1418 0.4716
H -0.8267 -0.6354 -4.5854
H -1.1287 2.6240 -4.9159
H -0.8115 -4.2346 -3.0061
H 1.8613 -2.0101 -4.5429
H 1.1159 -1.1324 0.7959
H 0.3855 2.1858 -4.2903
H -0.8997 0.8001 2.9170
H -0.3477 3.7452 -3.8423
H -0.3844 -5.7815 -2.1817
H -0.6992 -1.7340 -5.9437
H -1.8675 -0.6913 -1.9873
H -2.4368 3.0412 0.9142
H 3.3025 -1.1474 -4.3275
H 0.9774 2.7293 0.0454
H 2.9338 3.1012 6.1907
H 2.1166 2.9199 -1.3035
H -2.6420 4.8223 0.5874
H 3.9607 0.4335 3.7670
H 0.8902 -2.7904 0.7868
H 1.0022 1.4660 -1.2405
H -0.4800 0.1617 -1.3760
H -5.2354 -4.8645 2.7232
H -0.7328 4.3845 -0.3024
H 1.4089 -2.0425 -2.3669
```

Multiplicity = 1
Orbital gap = 10.16 eV
Maximum force = 0.043 hartree/bohr
SMILES = C[N+](=O)[O-].COC(=O)OC.COC(=O)OC.CO.CO.CO.CO.CO.CO.CO
Calculated total energy = -1742.30245 Eh
Charge = 0
E_HOMO = -10.066 eV

Here are the Löwdin charges for atoms 1 to 6, given in e: -0.13, -0.12, 0.05, 0.01, 0.01, -0.11